Computed, not measured: a structure of composition C26H20ClCuN4OS2Se, with wB97M-V/def2-TZVPD.

- E_LUMO (alpha / beta): 2.047 / 2.047 eV
- 2S+1: 2
- <S²>: 0.763
- HOMO (alpha / beta): -3.7 / -3.8 eV
- Kohn-Sham gap (alpha / beta): 0.212 / 0.214 Ha
- E_tot: -179476.038 eV
- Charge: -1
- Energy above the lowest of the compared OMol25 structures with the same formula, charge and spin: 0.008 eV

Positions of all 56 atoms, in Å:
1 Cu -0.727 0.815 0.742
2 Cl 3.800 1.284 6.283
3 C 2.583 0.767 5.133
4 C 1.299 0.426 5.595
5 C 0.341 0.013 4.716
6 C 0.582 -0.099 3.304
7 O -0.326 -0.527 2.527
8 C 1.901 0.281 2.868
9 C 2.277 0.262 1.487
10 N 1.458 0.032 0.525
11 C 1.898 -0.172 -0.766
12 C 3.044 -0.853 -1.107
13 C 3.372 -1.091 -2.460
14 C 2.562 -0.664 -3.471
15 C 1.355 0.013 -3.162
16 C 0.443 0.466 -4.142
17 C -0.711 1.084 -3.756
18 C -0.974 1.238 -2.377
19 N -0.147 0.835 -1.449
20 C 1.015 0.245 -1.815
21 C 2.871 0.697 3.802
22 H 1.084 0.496 6.654
23 H -0.654 -0.249 5.056
24 H 3.333 0.475 1.267
25 H 3.682 -1.246 -0.325
26 H 4.281 -1.634 -2.689
27 H 2.814 -0.851 -4.508
28 H 0.673 0.308 -5.190
29 H -1.432 1.440 -4.480
30 H -1.900 1.685 -2.028
31 H 3.858 0.971 3.447
32 C -4.867 2.800 0.938
33 C -3.411 2.387 0.956
34 S -3.065 0.778 0.564
35 C -2.451 3.344 1.320
36 C -2.923 4.742 1.658
37 S -0.791 3.047 1.430
38 H -5.482 1.988 0.560
39 H -5.032 3.684 0.315
40 H -5.214 3.053 1.945
41 H -3.606 4.728 2.514
42 H -3.467 5.197 0.826
43 H -2.075 5.374 1.905
44 Se 0.268 -2.855 1.283
45 N -0.611 -2.109 -0.061
46 C -0.421 -2.876 -1.119
47 C -0.943 -2.583 -2.420
48 C -0.655 -3.422 -3.443
49 C 0.150 -4.595 -3.246
50 C 0.661 -4.914 -2.033
51 C 0.390 -4.054 -0.919
52 N 0.839 -4.230 0.309
53 H -1.543 -1.690 -2.545
54 H -1.031 -3.213 -4.437
55 H 0.350 -5.233 -4.099
56 H 1.272 -5.793 -1.877

Mulliken atomic charge list, values in e, 8 entries: atom 1 (Cu): 0.49, atom 2 (Cl): -0.28, atom 3 (C): 0.25, atom 4 (C): -0.58, atom 5 (C): -0.59, atom 6 (C): 0.23, atom 7 (O): -0.76, atom 8 (C): 0.80